1.
Below is a molecular structure, C34H23BBr2F2KN5O2, with properties calculated with ωB97M-V with the def2-TZVPD basis set.

## Properties
LUMO = 3.88 eV
relative energy (zero: lowest compared OMol25 entry of this formula, charge and spin) = 125.5 kJ/mol
gap between HOMO and LUMO = 4.87 eV
total charge = -2

Geometry as XYZ:
```
70
Properties=species:S:1:pos:R:3:nbo_charge:R:1
K 0.1267 -0.1474 0.8778 0.890
O 1.3156 1.4562 5.1009 -0.647
C 1.3065 1.0037 3.9593 0.636
N 0.7308 -0.1204 3.4878 -0.737
C 0.5578 -1.1889 4.2762 0.627
O 1.1381 -1.5083 5.3127 -0.658
C -0.4518 -2.2103 3.7323 0.139
C -0.4380 -3.4877 4.2865 -0.225
C -1.3410 -4.4305 3.8331 -0.185
C -2.2448 -4.0681 2.8469 -0.263
C -2.1868 -2.7738 2.3546 0.030
N -1.3110 -1.8652 2.7715 -0.432
C 1.9474 1.8795 2.8759 0.133
C 2.2054 3.2149 3.1745 -0.227
C 2.7747 4.0181 2.2048 -0.183
C 3.0806 3.4650 0.9710 -0.264
C 2.7920 2.1264 0.7654 0.058
N 2.2429 1.3485 1.6924 -0.438
H 0.2894 -3.6947 5.0578 0.240
H -1.3357 -5.4368 4.2359 0.197
H -2.9641 -4.7664 2.4405 0.207
H -2.8664 -2.4606 1.5707 0.194
H 1.9404 3.5776 4.1569 0.235
H 2.9674 5.0664 2.4024 0.196
H 3.5070 4.0555 0.1711 0.206
H 2.9901 1.6629 -0.1942 0.197
Br 0.8353 1.9062 -2.5609 0.030
C -0.6392 3.0921 -2.3429 -0.017
C -1.0590 3.7735 -3.4498 -0.300
C -2.1408 4.6716 -3.3433 -0.239
C -2.7434 4.8732 -2.1357 -0.224
C -2.3071 4.1780 -0.9792 0.014
C -2.9123 4.4131 0.2792 -0.291
C -2.4701 3.7266 1.3774 -0.210
C -1.4420 2.7652 1.2463 -0.326
C -0.7879 2.4575 0.0625 -0.357
C -1.2416 3.2276 -1.0569 -0.178
H -0.5696 3.6154 -4.4002 0.218
H -2.4816 5.1974 -4.2278 0.193
H -3.5676 5.5746 -2.0409 0.184
H -3.7149 5.1415 0.3459 0.181
H -2.9176 3.9102 2.3505 0.186
H -1.1652 2.2491 2.1694 0.180
Br -1.8612 1.3843 -6.3119 -0.007
C -1.4043 0.1418 -4.9410 -0.105
C -0.3569 -0.7365 -5.1456 -0.225
C -0.0483 -1.6672 -4.1709 -0.245
C -0.7856 -1.7502 -2.9867 0.190
C -1.8013 -0.8109 -2.7820 -0.190
C -2.1105 0.1297 -3.7537 -0.242
N -0.4884 -2.7825 -2.0691 -0.711
C 0.7985 -3.4364 -2.1562 -0.308
C 1.7516 -3.2581 -1.1774 0.162
C 2.9838 -4.0099 -1.2245 -0.298
C 3.9212 -3.8633 -0.2494 -0.181
C 3.6920 -2.9740 0.8193 -0.425
C 2.4969 -2.2816 0.7990 0.072
N 1.5518 -2.3800 -0.1369 -0.607
H 0.2199 -0.6973 -6.0600 0.210
H 0.7778 -2.3518 -4.2980 0.237
H -2.3534 -0.7876 -1.8556 0.226
H -2.8835 0.8622 -3.5640 0.229
H 0.8992 -4.2302 -2.8857 0.165
H 3.1456 -4.6935 -2.0509 0.183
H 4.8424 -4.4382 -0.3008 0.182
H 4.3994 -2.8290 1.6234 0.198
H 2.2860 -1.5906 1.6145 0.190
F -1.1141 -4.3598 -0.3654 -0.492
B -1.3819 -3.2860 -1.1123 1.334
F -2.6252 -2.7917 -0.9168 -0.514
```

***

2.
Below is a molecular structure, C34H23Br4N4O8S3Ta at a distorted geometry, with properties calculated with ωB97M-V with the def2-TZVPD basis set.

## Properties
LUMO = 3.69 eV
relative energy (zero: lowest compared OMol25 entry of this formula, charge and spin) = 73.8 kJ/mol
gap between HOMO and LUMO = 6.49 eV
total charge = -2

Geometry as XYZ:
```
77
Properties=species:S:1:pos:R:3:mulliken_charge:R:1
Ta 0.0988 0.3586 -0.3726 2.029
S -0.7215 0.3498 2.0502 -0.550
C 0.5507 1.1609 2.9172 0.858
C 0.5698 0.9993 4.3302 -0.106
N 0.5592 0.8708 5.4756 -0.610
C 1.4583 1.9755 2.3126 0.686
S 1.4114 2.2945 0.6055 -0.519
C 2.4462 2.6721 3.0609 -0.088
N 3.2582 3.2459 3.6436 -0.592
C 3.8057 -5.8853 -3.5615 -1.500
C 2.7087 -4.9368 -3.1556 1.100
C 3.0242 -3.7488 -2.5022 -1.346
C 2.0325 -2.8645 -2.1162 -0.644
C 0.7070 -3.1702 -2.3865 -0.442
C 0.3708 -4.3539 -3.0219 -0.508
C 1.3726 -5.2294 -3.4097 -0.841
S -0.5849 -2.0351 -1.9064 1.889
O -1.8188 -2.7585 -2.0730 -0.865
O -0.4656 -0.8139 -2.6937 -0.645
N -0.2500 -1.5935 -0.4264 -0.599
C 0.2235 -2.5281 0.5668 -0.589
C 1.6179 -2.0058 0.9856 0.697
O 2.4295 -2.7694 1.4887 -0.825
O 1.7658 -0.7503 0.7487 -0.611
H 4.6580 -5.3308 -3.9554 0.353
H 3.4609 -6.5877 -4.3207 0.364
H 4.1530 -6.4598 -2.6996 0.295
H 4.0601 -3.5041 -2.3004 0.461
H 2.2888 -1.9423 -1.6106 1.008
H -0.6750 -4.5711 -3.1991 0.532
H 1.1149 -6.1526 -3.9170 0.319
H 0.2641 -3.5525 0.1990 0.359
H -0.4280 -2.4816 1.4433 0.396
Br 3.7153 1.7869 -6.2813 -0.230
C 2.4599 1.8539 -4.8732 0.125
C 1.4266 2.7782 -4.8979 0.264
Br 1.2479 3.9813 -6.3408 -0.218
C 0.5174 2.8245 -3.8340 -0.150
Br -0.9424 4.0186 -3.8157 -0.185
C 0.6403 1.9735 -2.7451 0.868
O -0.1414 1.9869 -1.7005 -0.703
C 1.6905 1.0147 -2.7228 0.180
O 1.7285 0.2435 -1.6614 -0.593
C 2.5760 0.9710 -3.7884 -0.200
Br 3.9587 -0.3107 -3.7161 -0.125
C -7.6021 0.5609 4.5571 -1.645
C -6.7349 0.7958 3.3439 1.255
C -6.1235 2.0343 3.1835 -0.869
C -5.3095 2.2745 2.0893 -1.232
C -5.1171 1.3001 1.1299 -0.603
C -5.7368 0.0546 1.2612 0.454
N -5.5991 -0.9533 0.3094 0.194
C -5.2265 -0.7518 -1.0383 -0.636
C -6.1905 -0.9504 -2.0265 -0.312
C -5.8999 -0.7262 -3.3609 -0.725
C -4.6389 -0.2790 -3.7257 -0.872
C -3.6675 -0.1011 -2.7558 -0.553
C -3.9370 -0.3661 -1.4166 0.832
C -2.8029 -0.3177 -0.4232 0.865
O -2.7856 -1.0639 0.5347 -0.569
O -1.8681 0.5685 -0.6844 -0.708
C -6.5343 -0.2048 2.3925 0.981
C -7.1418 -1.5767 2.5479 -1.862
H -7.7067 1.4844 5.1254 0.381
H -7.1613 -0.1920 5.2152 0.348
H -8.6021 0.2206 4.2799 0.360
H -6.2794 2.8083 3.9262 0.284
H -4.8098 3.2288 1.9815 0.418
H -4.4823 1.5084 0.2837 0.547
H -6.2284 -1.7256 0.4329 0.272
H -7.1856 -1.2654 -1.7301 0.428
H -6.6693 -0.8724 -4.1099 0.346
H -4.4133 -0.0811 -4.7660 0.431
H -2.6727 0.2175 -3.0309 0.541
H -6.3664 -2.3454 2.4853 0.381
H -7.8837 -1.7809 1.7671 0.353
H -7.6401 -1.6902 3.5067 0.416
```

***

3.
Below is a molecular structure, C34H23BrCl6HfN5O2S, with properties calculated with ωB97M-V with the def2-TZVPD basis set.

## Properties
LUMO = -3.75 eV
relative energy (zero: lowest compared OMol25 entry of this formula, charge and spin) = 59.7 kJ/mol
gap between HOMO and LUMO = 6.32 eV
total charge = +1

Geometry as XYZ:
```
73
Properties=species:S:1:pos:R:3:mulliken_charge:R:1
Hf 0.1748 0.3868 -0.7120 0.475
C 2.4015 3.1156 2.1812 -1.087
C 2.1793 2.2006 1.1430 -0.086
N 1.1040 2.2431 0.3749 0.174
C 0.1928 3.2250 0.6033 0.056
C 0.3054 4.1535 1.6339 0.823
C 1.4602 4.0767 2.4390 -0.847
C -0.7227 5.1393 1.8292 -0.956
C -1.7982 5.1843 1.0166 -0.952
C -1.9370 4.2451 -0.0624 0.881
C -3.0244 4.2475 -0.9562 -0.730
C -3.0813 3.3140 -1.9601 -1.080
C -2.0687 2.3525 -2.0530 -0.026
N -1.0361 2.3331 -1.2279 0.529
C -0.9571 3.2730 -0.2603 0.024
H 3.3017 3.0301 2.7712 0.475
H 2.8875 1.4080 0.9437 0.350
H 1.5930 4.7809 3.2498 0.488
H -0.6072 5.8476 2.6374 0.453
H -2.5681 5.9297 1.1555 0.463
H -3.8060 4.9869 -0.8435 0.493
H -3.8987 3.2903 -2.6656 0.453
H -2.0988 1.5713 -2.8033 0.506
S 2.3305 -3.8285 -2.3788 -0.333
C 1.5603 -4.7070 -1.1947 -0.057
N 0.3752 -5.3335 -1.3156 -0.073
C -0.0689 -5.9710 -0.0910 -0.459
C 1.1737 -5.8305 0.8200 -0.396
N 2.0194 -4.9352 0.0538 -0.041
H -0.1837 -5.1941 -2.1382 0.233
H -0.3283 -7.0159 -0.2628 0.335
H -0.9398 -5.4641 0.3324 0.215
H 1.6604 -6.7925 0.9922 0.371
H 0.9165 -5.3988 1.7885 0.176
H 2.9629 -4.6875 0.2931 0.220
Cl 0.2200 -2.0290 0.8178 -0.189
C 1.8748 -1.7981 1.4043 1.372
C 2.2320 -2.3417 2.6208 -0.951
C 3.5379 -2.1564 3.0530 -0.646
C 4.4297 -1.4483 2.2578 -0.819
C 4.0293 -0.9246 1.0377 -0.137
C 2.7216 -1.0806 0.5696 0.132
C 2.2172 -0.5586 -0.7327 -1.269
H 1.5114 -2.8819 3.2169 0.545
H 3.8528 -2.5629 4.0032 0.446
H 5.4504 -1.3135 2.5858 0.435
H 4.7448 -0.4024 0.4140 0.541
H 2.0544 -1.4355 -1.3819 -0.166
H 2.9798 0.0514 -1.2284 0.585
Cl -1.0156 -2.2376 -2.5426 -0.098
C -0.1055 -1.1191 -3.5267 1.031
C 0.2727 0.0759 -2.9361 -1.168
C 1.0749 0.9071 -3.6942 1.293
Cl 1.6757 2.3605 -2.9107 -0.134
C 1.4689 0.6144 -4.9949 -0.423
Cl 2.4659 1.6925 -5.8814 -0.176
C 1.0341 -0.5845 -5.5632 0.770
Cl 1.4872 -0.9798 -7.1663 -0.169
C 0.2459 -1.4714 -4.8249 -0.386
Cl -0.2670 -2.9561 -5.5067 -0.175
Br -4.6400 1.8611 5.1356 -0.139
C -4.5019 1.2166 3.3751 -0.154
C -5.6574 0.9543 2.6423 -0.140
N -5.6426 0.4993 1.3957 -0.624
C -4.4611 0.2816 0.8315 -0.343
C -3.2575 0.5216 1.4845 0.103
C -3.2702 1.0046 2.7893 -0.288
C -1.9775 0.3218 0.7875 1.133
O -0.8845 0.7067 1.2931 -0.807
O -1.9382 -0.1905 -0.3782 -0.650
H -6.6299 1.1217 3.0888 0.393
H -4.4605 -0.0978 -0.1827 0.567
H -2.3463 1.2029 3.3143 0.632
```

***

Q: Which formula does entry 1 have?
A: C34H23BBr2F2KN5O2